DFT (ωB97M-V with the def2-TZVPD basis set) results for a structure of composition C21H32IN9NdO2PS in a non-equilibrium geometry.

Structure (XYZ):
```
68
Properties=species:S:1:pos:R:3:forces:R:3:lowdin_spin:R:1
Nd -0.73691 -1.30254 -0.15592 -1.7 -0.8 0.1 3.0254
N 1.51870 -2.07428 -4.23043 -0.1 0.0 0.1 -0.0006
C 1.07237 -1.82485 -2.97707 0.1 -0.1 -0.1 -0.0005
S -0.65216 -1.43158 -2.86396 0.3 0.0 -0.6 -0.0059
N 1.96538 -1.90098 -2.03298 0.1 0.1 0.0 -0.0001
N 1.54272 -1.60331 -0.74122 0.6 0.0 -0.8 -0.0036
C 2.43407 -1.83574 0.15174 0.2 0.1 0.5 0.0014
C 2.31000 -1.58760 1.58809 0.1 -0.2 -0.3 0.0000
C 3.35098 -2.07556 2.39688 0.1 -0.1 -0.1 0.0004
C 3.34336 -1.91432 3.76380 -0.1 0.0 0.1 -0.0001
C 2.27069 -1.24392 4.35487 0.0 0.0 0.0 0.0004
C 1.23743 -0.74358 3.58084 0.0 0.0 0.2 -0.0002
C 1.23886 -0.90138 2.19538 -0.1 0.2 0.0 0.0002
O 0.24475 -0.36876 1.45993 0.9 0.2 1.2 -0.0063
H 0.86633 -2.13345 -4.98905 0.0 0.0 -0.1 -0.0001
H 2.45632 -2.42072 -4.35524 0.0 0.0 0.0 -0.0001
H 3.37268 -2.26275 -0.19521 0.1 0.0 0.0 0.0000
H 4.17456 -2.59929 1.91863 -0.1 0.0 0.1 0.0000
H 4.15276 -2.30545 4.36854 -0.1 0.0 -0.1 0.0000
H 2.24490 -1.10823 5.43103 0.0 0.0 -0.1 0.0000
H 0.40252 -0.21644 4.03282 0.1 0.0 0.0 0.0000
C -5.31201 1.60158 1.85859 0.2 -0.1 0.0 0.0000
N -4.00151 1.02250 1.49219 -0.2 0.3 0.4 0.0002
C -2.88511 1.31213 2.39919 -0.2 0.1 0.0 0.0001
C -3.85966 0.19837 0.48063 0.1 -0.3 -0.3 0.0004
C -5.02828 -0.16579 -0.37981 -0.1 0.0 0.0 0.0001
O -2.73771 -0.33988 0.22702 -0.8 0.4 0.1 -0.0041
H -5.16301 2.24384 2.71993 0.0 0.0 0.0 0.0000
H -6.02680 0.82608 2.12781 0.0 0.0 0.0 0.0000
H -5.71871 2.20602 1.05275 0.0 0.0 -0.1 0.0000
H -2.76257 2.39177 2.47668 0.0 0.0 0.0 0.0000
H -1.97051 0.86238 2.03780 0.1 0.0 -0.1 0.0001
H -3.10543 0.91810 3.39155 0.0 0.0 0.0 0.0000
H -5.80237 0.59399 -0.41985 0.0 0.0 0.0 0.0000
H -5.47375 -1.08527 0.01524 0.0 0.1 0.0 0.0000
H -4.66660 -0.37634 -1.38208 0.0 0.0 0.0 0.0000
C 1.71345 4.22027 -0.17504 -0.1 -0.1 -0.1 0.0000
N 2.52159 2.94303 -0.45266 -0.1 -0.1 0.0 -0.0001
C 2.79551 2.86683 -1.97097 -0.2 0.0 0.1 0.0000
N 1.57786 2.92783 -2.69826 0.0 -0.1 0.1 0.0000
C 0.84767 4.15395 -2.38415 0.0 -0.1 0.1 0.0000
N 0.52409 4.24304 -0.95495 0.0 -0.1 0.0 -0.0005
C -0.46263 3.23754 -0.53521 0.2 0.0 0.0 -0.0009
P 0.14198 1.49020 -0.77933 0.4 0.8 -0.7 -0.0022
C 1.79258 1.71850 0.03476 0.0 0.1 0.0 0.0001
C 0.74974 1.72292 -2.53042 0.1 0.3 0.2 0.0001
H 2.36657 5.05220 -0.43054 0.0 0.1 0.0 0.0000
H 1.49876 4.23056 0.89035 0.0 0.0 0.1 0.0000
H 3.41447 3.01224 0.03500 0.1 0.0 0.0 0.0000
H 3.32466 1.93355 -2.14662 0.0 -0.1 0.0 0.0000
H 3.43852 3.71298 -2.20150 0.0 0.1 0.0 0.0000
H -0.07269 4.17977 -2.96125 0.0 0.0 0.0 0.0000
H 1.45552 5.01446 -2.66176 0.0 0.0 0.0 0.0000
H -1.37725 3.37346 -1.11171 0.0 0.0 0.0 0.0000
H -0.71703 3.39295 0.51522 0.0 0.0 0.0 0.0000
H 2.40591 0.84705 -0.17760 0.1 -0.1 0.0 0.0000
H 1.66911 1.79004 1.11456 0.0 0.0 0.0 0.0000
H -0.10957 1.77499 -3.19610 0.0 0.0 -0.1 0.0000
H 1.31985 0.84414 -2.82139 0.1 -0.1 0.0 0.0000
I 0.28430 -7.62802 1.12519 0.0 -0.1 0.0 0.0000
C -0.31065 -5.91596 0.16228 0.0 0.0 0.1 -0.0001
C -0.58477 -5.75498 -1.17898 0.0 -0.1 -0.2 0.0000
N -0.92792 -4.47283 -1.36071 0.0 -0.2 0.0 0.0000
N -0.89918 -3.77539 -0.21156 0.1 -0.4 0.2 -0.0043
C -0.51838 -4.65616 0.71987 -0.1 0.1 0.1 0.0006
H -0.55936 -6.46442 -1.99405 0.0 0.1 0.1 0.0000
H -1.18061 -4.00470 -2.21649 0.0 0.1 -0.1 0.0001
H -0.41839 -4.36485 1.75487 0.0 0.0 0.0 0.0001
```
Forces are in eV/Å.

The calculation puts the HOMO energy (spin up / spin down) at -12.77 / -12.78 eV. As for the energy relative to the best compared isomer or geometry (same formula, charge and spin): 1.6 kcal/mol. Its energy is -3060.97461 Ha. Its multiplicity is 4. The total charge is +2.

DFT (ωB97M-V with the def2-TZVPD basis set) results for an isolated molecule of C21H32N2O2.

Structure (XYZ):
```
57
Properties=species:S:1:pos:R:3:forces:R:3:nbo_charge:R:1
C 1.92823 3.75305 1.64335 0.0 -0.1 -0.2 -0.6058
H 2.91684 4.12764 1.89816 0.1 0.0 0.1 0.2109
H 1.18889 4.45749 2.01997 -0.1 0.1 0.1 0.1989
H 1.78938 2.80284 2.15245 0.0 -0.1 0.1 0.2047
C 1.79650 3.60423 0.12964 -0.2 0.2 0.0 -0.2172
C 2.06717 4.94472 -0.55076 0.1 -0.3 0.0 -0.5978
H 2.03172 4.83733 -1.63192 0.0 0.0 -0.1 0.2122
H 3.05044 5.31917 -0.27642 0.1 0.1 0.0 0.2073
H 1.32379 5.68077 -0.25029 -0.1 0.1 0.0 0.1975
C 0.40627 3.09604 -0.27143 0.3 -0.3 0.0 -0.3960
C 0.19064 1.62685 0.07092 0.1 0.1 -0.1 -0.1346
N -1.21315 1.27199 -0.07541 0.2 0.3 -0.2 -0.6028
C -1.76651 0.22576 0.57036 -0.5 0.3 -0.2 0.7135
O -1.13798 -0.45314 1.36555 0.1 -0.3 0.3 -0.6664
C -3.21074 -0.05752 0.19715 0.2 -0.4 0.2 -0.3076
C -3.98920 -0.57604 1.40630 -0.1 0.2 -0.1 -0.3925
C -5.40937 -0.96474 1.01052 0.1 -0.2 0.1 -0.3948
C -5.39137 -2.01567 -0.09507 -0.2 0.3 -0.1 -0.3966
C -4.62533 -1.49635 -1.30765 0.1 -0.3 0.1 -0.3948
C -3.20149 -1.11654 -0.91454 -0.2 0.2 -0.2 -0.3892
H -2.67523 -2.00082 -0.54840 0.1 0.0 0.0 0.2091
H -2.65898 -0.73744 -1.78486 0.1 -0.1 0.0 0.2080
H -4.59815 -2.25909 -2.08845 0.0 0.1 -0.1 0.2106
H -5.13725 -0.62020 -1.71325 0.0 0.0 -0.1 0.1924
H -6.41287 -2.27259 -0.38256 0.0 -0.1 0.0 0.2081
H -4.90853 -2.92227 0.27587 0.0 -0.1 0.0 0.1954
H -5.94017 -1.35042 1.88283 -0.1 0.1 0.0 0.2108
H -5.94446 -0.07875 0.65913 -0.1 0.0 0.0 0.1906
H -3.46214 -1.44074 1.81273 0.0 0.0 0.0 0.2193
H -4.01200 0.19303 2.18139 0.1 0.0 0.1 0.2113
H -3.68280 0.85627 -0.17940 0.0 0.0 0.0 0.2004
H -1.72147 1.73707 -0.81098 -0.1 -0.1 0.1 0.4015
H 0.45936 1.41335 1.11023 0.0 0.0 -0.1 0.2267
C 1.01361 0.70599 -0.85513 -0.2 0.1 0.5 0.6734
O 1.45529 1.06747 -1.92749 0.2 0.2 -0.4 -0.6476
N 1.13921 -0.53284 -0.35883 0.1 -0.4 0.0 -0.6207
H 0.66501 -0.76310 0.50770 0.0 0.2 0.0 0.4325
C 1.78307 -1.62119 -1.07880 -0.1 0.0 -0.2 -0.1013
C 3.06130 -1.98482 -0.35214 0.1 0.0 -0.1 0.0650
C 3.17945 -3.09575 0.47053 -0.1 0.1 -0.1 -0.2500
C 4.36712 -3.35204 1.13584 0.1 -0.1 0.1 -0.2036
C 5.44597 -2.49795 0.99526 0.1 -0.1 0.1 -0.2216
C 5.33322 -1.38048 0.18458 0.0 0.1 0.0 -0.1931
C 4.14979 -1.12808 -0.48309 0.0 0.0 0.0 -0.2366
H 4.05879 -0.25712 -1.11610 0.0 0.1 -0.1 0.2210
H 6.17013 -0.70707 0.07093 0.1 0.1 0.0 0.2109
H 6.37065 -2.70094 1.51526 0.1 0.0 0.0 0.2119
H 4.44724 -4.22383 1.76901 0.0 -0.1 0.1 0.2111
H 2.34982 -3.77330 0.59796 -0.1 -0.1 0.0 0.2118
C 0.79560 -2.77015 -1.25608 0.2 0.2 -0.1 -0.6124
H 1.28711 -3.62307 -1.71651 0.0 -0.1 0.0 0.2177
H -0.02383 -2.45159 -1.89678 -0.1 0.0 0.0 0.2186
H 0.37966 -3.06949 -0.29652 -0.1 -0.1 0.1 0.2065
H 2.04806 -1.21016 -2.06080 0.0 -0.1 0.2 0.2371
H 0.29525 3.20433 -1.35302 -0.1 0.0 0.0 0.2242
H -0.35952 3.69872 0.22277 0.0 0.0 0.0 0.2043
H 2.53795 2.88115 -0.22374 0.0 0.0 0.0 0.2075
```
Forces are in eV/Å.

The calculation puts the HOMO energy at -8.93 eV. As for the energy relative to the best compared isomer or geometry (same formula, charge and spin): 0.4 kcal/mol. As for the SMILES: CC(C)C[C@@H](NC(=O)C1CCCCC1)C(=O)N[C@H](C)c1ccccc1. Its energy is -1079.47232 Ha. The total charge is 0.